# 1
ORCA calculation (wB97M-V/def2-TZVPD) on 10 unconnected molecules or ions with the total composition C27H63ClN9O13.

The LUMO energy comes out at 0.054 Eh. The charge is -1. The calculation puts the energy above the lowest of the compared OMol25 structures with the same formula, charge and spin at 516.21 kJ/mol.

The geometry in XYZ format:
```
113
Properties=species:S:1:pos:R:3:forces:R:3:lowdin_charge:R:1
Cl -16.767915 10.236880 2.712964 -1.82 -1.62 0.37 0.573
O -17.517051 9.379185 1.751014 0.57 1.75 0.92 -0.411
O -17.103629 9.831162 4.049796 -1.11 -0.21 0.77 -0.406
O -15.403703 10.021077 2.573679 3.81 -1.04 -1.19 -0.380
O -16.966895 11.640030 2.581663 -1.43 1.05 -0.80 -0.376
C -23.767993 16.705427 5.454980 0.63 -0.39 -0.44 -0.004
C -22.452550 15.886650 5.522715 -0.28 2.70 -0.75 -0.579
O -21.463206 16.360659 4.967455 -0.42 -0.76 0.29 0.028
N -22.477602 14.731904 6.155777 0.70 -2.93 0.90 0.010
C -21.252842 13.885404 6.269200 0.27 1.35 -0.05 -0.045
H -23.435121 17.716343 5.219714 -0.28 -0.03 0.16 0.076
H -24.461706 16.686536 6.295521 0.32 -0.13 0.22 0.067
H -24.313984 16.323119 4.592521 -0.07 0.06 -0.12 0.072
H -23.229587 14.493490 6.786482 -0.02 0.26 -0.36 0.133
H -20.633617 13.996005 5.379015 -0.43 -0.09 -0.22 0.083
H -21.416695 12.826525 6.469258 -0.47 0.29 0.01 0.079
H -20.628640 14.339540 7.038776 0.05 -0.34 0.32 0.080
C -12.692971 14.470224 4.667195 -1.19 0.72 -1.90 -0.009
C -12.988848 14.615265 6.119241 -0.40 -2.00 -3.37 -0.669
O -12.126371 14.991971 6.802798 3.67 2.08 4.20 0.095
N -14.167532 14.198322 6.527996 -2.38 -1.50 1.10 0.018
C -14.485264 13.873616 7.936320 0.56 1.88 -0.41 -0.053
H -12.676286 13.482796 4.205883 0.39 -0.33 0.69 0.087
H -11.824373 15.065428 4.385454 -0.01 -0.28 0.19 0.084
H -13.550095 14.887049 4.138318 -0.11 0.40 -0.33 0.076
H -14.768498 13.806197 5.817246 0.03 -0.07 0.22 0.137
H -14.154219 14.723514 8.533145 -0.51 0.55 -0.09 0.073
H -13.867049 13.142505 8.457258 -0.38 -1.04 -0.81 0.077
H -15.572048 13.799119 7.974362 0.29 -0.49 0.46 0.083
C -13.513602 11.336627 -6.278466 0.90 0.23 -1.57 -0.013
C -12.905881 11.809514 -4.957381 0.93 1.03 -0.91 -0.538
O -11.889405 12.510377 -4.862985 -1.02 -0.99 -0.50 0.020
N -13.654654 11.511109 -3.904939 -0.95 -1.29 0.16 -0.006
C -13.289317 11.646842 -2.555157 0.55 0.10 2.40 -0.092
H -12.784658 11.486363 -7.074906 0.32 0.43 0.18 0.071
H -14.367810 11.924272 -6.614771 -0.15 0.12 0.51 0.080
H -13.751556 10.292015 -6.479129 -0.25 -0.22 1.08 0.074
H -14.365401 10.799145 -3.994641 -0.01 0.25 -0.61 0.141
H -13.323059 10.675919 -2.060921 -0.37 -0.16 0.03 0.085
H -13.980921 12.304604 -2.028732 0.04 0.07 0.10 0.088
H -12.274776 11.960468 -2.309304 -0.01 0.43 -0.86 0.089
C -12.278054 5.861973 2.946412 0.08 1.26 -0.27 -0.005
C -12.362741 5.308082 1.519813 0.85 -2.47 0.57 -0.524
O -11.817330 4.229212 1.207281 -0.76 1.64 0.44 0.002
N -13.189245 5.941251 0.672811 0.22 1.06 -0.13 -0.007
C -13.542075 5.456141 -0.638381 -0.38 -0.43 0.17 -0.077
H -12.791905 5.259889 3.695780 0.10 -0.34 -0.37 0.081
H -12.726051 6.853829 3.006657 -0.40 0.04 -0.15 0.066
H -11.266017 6.075384 3.290398 0.22 -0.65 -0.25 0.076
H -13.379760 6.922379 0.818336 -0.11 -0.23 0.39 0.136
H -14.288664 6.172047 -0.982142 0.10 -0.29 -0.48 0.086
H -13.990653 4.468082 -0.535335 -0.19 0.02 -0.01 0.084
H -12.724264 5.312333 -1.344496 0.20 0.43 0.10 0.083
C -12.604027 9.214236 7.822068 0.53 0.67 -0.62 -0.008
C -13.598820 8.971036 8.946123 2.53 -1.03 0.40 -0.588
O -13.188731 8.721434 10.077960 -0.67 0.44 -0.22 0.018
N -14.856649 8.971355 8.558587 -3.11 0.42 0.34 0.023
C -16.063483 8.917971 9.463144 0.78 -0.17 -1.22 -0.034
H -11.674913 8.646496 7.872252 -0.34 -0.35 0.48 0.080
H -12.258343 10.247009 7.866691 -0.13 0.23 0.22 0.076
H -12.975075 9.111031 6.802365 -0.38 -0.19 0.09 0.072
H -15.054368 9.143578 7.583213 0.07 0.02 0.18 0.133
H -16.466399 7.905305 9.479221 0.31 -0.13 0.42 0.074
H -16.862321 9.493500 8.995451 0.22 0.33 0.04 0.073
H -15.844372 9.306394 10.457741 0.15 -0.21 -0.20 0.081
C -18.014056 3.688027 3.147042 0.68 -0.96 -0.21 -0.007
C -19.414117 3.795186 2.653935 -0.27 -2.23 -0.44 -0.602
O -20.047155 2.841958 2.193977 0.06 0.49 0.35 0.020
N -19.849182 5.027097 2.702077 0.83 3.11 0.99 -0.019
C -21.155918 5.532549 2.425724 -0.21 -1.10 0.21 -0.059
H -17.790831 2.683033 3.505176 -0.30 0.07 0.23 0.085
H -17.778694 4.432697 3.907411 0.28 -0.04 -0.28 0.083
H -17.417632 3.750613 2.236845 0.45 0.50 0.17 0.092
H -19.176363 5.713615 3.012082 -0.08 -0.11 -0.01 0.139
H -21.268478 6.568780 2.744569 0.36 0.01 -0.55 0.090
H -21.794644 4.965145 3.102602 -0.73 -0.12 -0.60 0.088
H -21.296103 5.314624 1.366968 -1.01 0.45 0.10 0.092
C -22.685658 11.874860 1.713140 -0.85 1.30 -0.45 0.011
C -23.934563 12.648024 1.255084 1.31 -0.63 -3.42 -0.545
O -24.031147 13.179468 0.120398 -0.04 -0.76 2.65 0.004
N -24.945442 12.466009 2.099998 -2.47 1.18 0.25 0.011
C -26.269878 13.067766 1.796638 0.41 1.53 -0.28 -0.072
H -21.845136 12.538735 1.510910 0.23 -0.30 0.46 0.088
H -22.573678 10.971116 1.114148 -0.10 0.04 0.14 0.087
H -22.891994 11.658162 2.761266 0.98 -0.27 0.02 0.062
H -24.696575 12.181780 3.036682 -0.53 0.06 -0.22 0.122
H -26.221561 14.090455 1.422631 1.27 0.52 0.18 0.070
H -26.899211 13.289298 2.658584 -0.04 -1.21 0.13 0.077
H -26.765550 12.738359 0.883450 -0.13 -1.43 0.56 0.083
C -18.506900 5.615943 -3.687483 -0.94 1.20 1.16 0.006
C -18.159930 7.091119 -3.897861 -0.96 -1.50 0.04 -0.631
O -17.187774 7.271399 -4.530103 4.64 1.00 -2.54 0.053
N -18.874160 8.120912 -3.477551 -2.73 0.83 1.65 0.008
C -18.560005 9.569381 -3.487799 -0.62 -1.21 -0.32 -0.032
H -17.590356 5.159530 -3.313676 -0.15 -0.09 -0.25 0.082
H -18.840548 5.183325 -4.630681 0.08 -0.02 0.19 0.082
H -19.264265 5.565354 -2.905233 -0.24 -0.60 -0.10 0.066
H -19.802933 7.881609 -3.160982 0.15 0.19 0.30 0.129
H -17.633124 9.682585 -4.050095 -0.11 0.31 0.32 0.078
H -18.578421 9.955566 -2.468670 0.70 -0.13 0.03 0.082
H -19.397585 10.080821 -3.962107 0.23 0.06 -0.46 0.077
C -16.724119 17.200910 -2.925074 1.58 2.09 0.55 -0.012
C -17.568382 16.031108 -2.900745 0.12 -0.01 1.03 -0.657
O -17.787252 15.471312 -3.921147 -0.93 -1.95 -3.27 0.061
N -18.044763 15.577453 -1.746109 -1.10 -0.35 1.35 0.019
C -17.889059 16.279458 -0.484493 1.23 -0.83 -0.14 -0.078
H -16.572733 17.671638 -1.953682 -0.14 0.25 -0.19 0.063
H -17.116939 17.909485 -3.654250 -0.02 0.04 0.14 0.098
H -15.723972 16.932233 -3.265098 -0.07 -0.21 -0.16 0.100
H -18.633289 14.760177 -1.822348 0.03 0.15 0.08 0.147
H -18.213369 17.316524 -0.570587 -0.23 -0.18 0.48 0.086
H -16.815423 16.220241 -0.305902 0.14 0.67 0.43 0.083
H -18.278256 15.705273 0.356299 -0.63 0.29 -0.28 0.091
```
Positions in Å, forces in eV/Å.

=====

# 2
ORCA calculation (wB97M-V/def2-TZVPD) on 2 unconnected molecules or ions with the total composition C5H10O2.

The LUMO energy comes out at 0.030 Eh. The charge is 0. The structure (SMILES) is C=C/C(O)=C/C.O. The calculation puts the energy above the lowest of the compared OMol25 structures with the same formula, charge and spin at 226.12 kJ/mol.

The geometry in XYZ format:
```
17
Properties=species:S:1:pos:R:3:forces:R:3:lowdin_charge:R:1
C 1.429614 1.953151 0.400979 0.28 0.47 -0.65 0.013
C 1.355274 0.638228 0.340922 -0.06 -0.46 0.36 -0.120
C 0.114565 -0.134210 0.515555 0.02 0.44 0.17 -0.380
O 0.044996 -1.246403 -0.269993 0.07 -0.29 0.56 0.049
C -0.820554 0.206444 1.401701 -0.70 0.22 -0.19 -0.108
C -2.053794 -0.606593 1.671624 -0.07 -0.37 -0.37 -0.104
H 0.553162 2.581922 0.438989 -0.15 0.02 0.08 0.061
H 2.379155 2.456416 0.270552 0.02 0.00 0.25 0.056
H 2.256455 0.034409 0.310223 0.02 0.03 -0.34 0.114
H -0.658267 -1.798248 0.095695 0.01 -0.11 -0.28 0.096
H -0.787480 1.196579 1.830631 0.43 -0.13 0.36 0.100
H -1.809195 -1.585725 2.096465 0.02 0.04 0.15 0.079
H -2.613626 -0.824133 0.755077 -0.04 0.09 -0.05 0.078
H -2.748298 -0.117992 2.350495 0.12 0.06 0.06 0.070
O 0.299532 -0.416789 -3.039251 0.06 0.39 -0.60 -0.067
H 0.477403 0.048469 -3.873379 -0.05 -0.27 0.35 0.041
H -0.119901 0.254974 -2.491462 0.03 -0.12 0.15 0.022
```
Positions in Å, forces in eV/Å.

=====

Number 1: energy -2997.52301 hartree, orbital gap 0.3044 hartree. Number 2: energy -346.93931 hartree, orbital gap 0.3394 hartree.